{
  "formula": "C5H5FOS",
  "method": "ωB97M-V/def2-TZVPD",
  "fmax_ev_per_a": 4.6,
  "mol_weight_da": 132.2,
  "smiles": "O=C1[C@H](F)C[C@@H]2S[C@@H]12",
  "spin_multiplicity": 1,
  "gap_ev": 9.142,
  "lumo_energy_ev": -0.180,
  "total_energy_ha": -766.6646,
  "elements": ["O", "C", "C", "F", "C", "C", "S", "C", "H", "H", "H", "H", "H"],
  "coordinates": [[1.15000, 2.46835, 0.12101], [0.58410, 1.37982, -0.08175], [1.16113, -0.13122, 0.09804], [2.05266, -0.38366, -0.91788], [-0.05922, -1.21953, 0.11424], [-1.16158, -0.25906, 0.42502], [-2.61463, 0.54602, -0.42620], [-0.83668, 0.91643, -0.46401], [1.73046, -0.19370, 1.00832], [0.27017, -2.04968, 0.87436], [-0.39064, -1.59007, -0.84647], [-1.24593, -0.10523, 1.61497], [-0.63985, 0.62152, -1.51966]],
  "forces_ev_per_angstrom": [[-1.7693, -4.1261, -0.9369], [0.1972, 2.4214, 1.6797], [-0.3655, -0.3679, -0.8989], [0.1156, -0.0406, -0.2768], [1.4466, -0.1527, 0.8422], [-0.5974, 1.3511, 2.6506], [0.4805, -0.1732, 0.9752], [-0.0135, 0.2190, -0.4558], [0.0858, 0.1180, 0.6411], [-1.2305, 1.4296, -1.4809], [1.1242, -0.5753, -0.5722], [0.1419, 0.4263, -2.8582], [0.3844, -0.5297, 0.6909]]
}